Below is a structure of composition C45H56CaN4 in a non-equilibrium geometry, with properties calculated with wB97M-V/def2-TZVPD.

## Properties
HOMO-LUMO gap (alpha / beta): 5.6 / 5.6 eV
E_LUMO (alpha / beta): -0.02654 / -0.02641 Ha
largest force on an atom: 2.94 eV Å⁻¹
HOMO (alpha / beta): -6.28 / -6.28 eV

Element x y z (Å)
Ca1 0.8809 -0.0539 -0.2782
C1 -0.0912 3.2311 5.2992
C2 1.2341 3.4420 4.4831
C3 1.0830 3.1454 3.0365
C4 1.1189 3.9609 1.8845
C5 1.0646 5.4597 1.8140
C6 -0.3756 6.0567 2.0327
C7 0.8684 3.0673 0.7529
N1 0.8825 1.7650 1.1734
C8 0.9628 1.8020 2.5496
C9 0.8539 0.7083 3.4962
C10 0.4228 -0.6142 3.1135
C11 0.0477 -1.6398 4.0780
C12 0.0862 -1.4572 5.5833
C13 -1.2578 -0.8941 6.0379
C14 -0.3426 -2.7575 3.3060
C15 -0.2306 -2.4043 1.9235
C16 -0.7408 -3.1889 0.8311
C17 -1.0418 -2.6890 -0.4563
N2 -0.6977 -1.5272 -1.0552
C18 -1.2477 -1.5010 -2.2935
C19 -1.2329 -0.3585 -3.1507
C20 -0.6458 0.9191 -2.8246
N3 -0.4066 1.3276 -1.5052
C21 0.0424 2.6137 -1.6275
C22 0.6818 3.4070 -0.6278
C23 -0.1513 3.1263 -2.9473
C24 -0.5612 2.0178 -3.7573
C25 -1.0899 2.0934 -5.1683
C26 -2.5673 2.5601 -5.0537
C27 -0.0030 4.6328 -3.2700
C28 1.4577 5.0331 -3.5761
C29 -1.9532 -2.7248 -2.5938
C30 -1.9239 -3.4539 -1.4146
C31 -2.6144 -4.7044 -1.0206
C32 -1.9009 -6.0116 -1.3109
C33 -2.8365 -2.9162 -3.8584
C34 -4.0715 -2.0546 -3.7886
N4 0.2989 -1.0870 1.8479
C35 -0.9950 -3.9988 3.8173
C36 -2.5346 -3.9569 3.9640
H1 -0.0079 3.2085 6.4257
H2 -0.5454 2.2296 4.9840
H3 -0.7911 4.0586 5.0533
H4 1.9668 2.7961 4.9706
H5 1.6567 4.4824 4.6403
H6 1.4378 5.7412 0.8532
H7 1.7960 5.8686 2.5399
H8 -1.0646 5.4733 1.3770
H9 -0.4291 7.0910 1.5940
H10 -0.6720 5.9755 3.0933
H11 0.9681 0.8996 4.5627
H12 0.8516 -0.7019 5.8123
H13 0.3990 -2.4009 6.0808
H14 -1.5066 -0.0519 5.3652
H15 -1.1878 -0.5609 7.0732
H16 -2.0738 -1.5875 5.9653
H17 -0.9761 -4.2500 1.0959
H18 -1.7906 -0.4260 -4.1139
H19 0.9369 4.4236 -0.9340
H20 -1.0044 1.1748 -5.6937
H21 -0.5108 2.8279 -5.7646
H22 -2.9750 1.9608 -4.2053
H23 -3.0894 2.3097 -5.9730
H24 -2.6167 3.6179 -4.8069
H25 -0.2960 5.1610 -2.3289
H26 -0.7009 4.9312 -4.1048
H27 2.2534 4.4107 -3.1501
H28 1.7172 6.0248 -3.2103
H29 1.6709 5.0338 -4.6710
H30 -3.5890 -4.7628 -1.5380
H31 -2.8246 -4.7172 0.0578
H32 -1.9559 -6.1878 -2.4236
H33 -2.3667 -6.9208 -0.8264
H34 -0.8451 -6.0019 -1.0144
H35 -3.1652 -3.9486 -3.8721
H36 -2.2172 -2.7720 -4.7566
H37 -4.6538 -2.1498 -2.8182
H38 -4.7973 -2.2895 -4.5695
H39 -3.8505 -0.9876 -3.8828
H40 -0.6100 -4.2927 4.7837
H41 -0.7898 -4.8537 3.1405
H42 -2.8211 -3.1198 4.5892
H43 -2.9320 -4.8109 4.4872
H44 -2.9525 -3.7858 2.9922
C37 3.6534 1.2798 -2.5043
C38 3.3088 -0.0083 -1.8021
C39 3.6805 -0.2925 -0.4361
C40 3.4159 -1.5456 0.1316
C41 4.0279 -1.9078 1.4831
C42 2.7082 -2.5092 -0.5967
C43 2.3686 -2.3292 -1.9431
C44 2.0748 -3.5002 -2.8298
C45 2.5343 -1.0310 -2.4773
H45 4.6572 1.1340 -2.9967
H46 3.6310 2.1598 -1.7853
H47 2.8912 1.3027 -3.2772
H48 4.3163 0.4416 0.0242
H49 4.4109 -2.9070 1.4287
H50 3.2964 -1.9173 2.3077
H51 4.8359 -1.2228 1.8026
H52 2.5996 -3.5198 -0.1365
H53 1.2132 -3.2477 -3.4418
H54 1.8093 -4.4484 -2.2942
H55 2.8925 -3.6778 -3.5270
H56 2.1555 -0.7496 -3.4552

Atom charges from the Mulliken analysis, given in e for atoms 1 to 4: 3.27 -0.70 -1.01 0.37